{"formula": "H21O11", "method": "wB97M-V/def2-TZVPD", "symbols": ["O", "H", "H", "O", "H", "H", "O", "H", "H", "O", "H", "H", "O", "H", "H", "O", "H", "H", "O", "H", "O", "H", "H", "O", "H", "H", "O", "H", "H", "O", "H", "H"], "positions_angstrom": [[-0.32, 0.66, -1.16], [-0.92, 0.65, -0.39], [0.18, -0.47, -2.66], [0.98, -0.98, -2.66], [3.47, -1.02, -1.81], [2.29, 1.07, 1.00], [-2.48, -2.14, 1.40], [2.54, -2.24, -2.00], [-3.83, 0.67, 1.27], [-1.91, 0.99, -2.97], [-1.71, 0.16, -3.20], [1.89, 0.39, 3.96], [2.16, 1.15, -1.38], [-3.18, 3.43, 1.45], [-1.06, 0.92, -2.37], [-3.27, 0.43, 0.54], [-2.52, 0.00, 0.77], [3.00, 1.54, 2.32], [2.19, 1.40, 1.94], [-1.54, -1.87, 0.99], [3.53, -2.03, -1.87], [-2.31, -2.39, 2.32], [1.20, -2.66, -0.69], [0.86, -3.17, 0.08], [1.25, -3.10, 0.85], [1.39, -0.49, -1.82], [-3.92, 2.87, 1.15], [1.07, 1.45, -1.31], [-3.53, 2.23, 0.51], [0.91, 0.30, 3.83], [2.64, 1.83, -1.07], [0.94, 0.40, 2.96]], "mol_weight_g_mol": 197.2, "de_lowest_kj_mol": 449.4, "charge": -1, "gap_ev": 8.1, "homo_ev": -5.6}